Molecular formula: C97H201N17O9
Method: DFT, the ωB97M-V functional and the def2-TZVPD basis

The geometry in ORCA input format:
```
! RIJCOSX wB97M-V def2-TZVPD def2/J DEFGRID3
* xyz 8 1
C 23.703 25.270 13.584
C 22.460 25.330 14.453
C 21.646 26.511 13.933
N 20.268 26.722 14.558
C 19.687 28.011 13.916
C 18.234 28.285 14.312
C 17.300 27.119 13.995
C 17.912 25.892 14.672
C 19.337 25.545 14.263
C 20.545 26.883 16.019
H 23.515 25.121 12.526
H 24.314 24.379 13.830
H 24.364 26.087 13.697
H 22.715 25.443 15.516
H 21.910 24.400 14.372
H 21.542 26.434 12.844
H 22.154 27.440 14.136
H 19.834 27.831 12.811
H 20.310 28.835 14.257
H 17.920 29.239 13.878
H 18.258 28.510 15.383
H 17.202 26.890 12.898
H 16.333 27.281 14.437
H 17.322 25.042 14.361
H 17.846 25.981 15.749
H 19.510 25.316 13.192
H 19.754 24.629 14.772
H 20.486 25.948 16.553
H 19.730 27.538 16.432
H 21.493 27.339 16.179
C 22.667 19.890 10.305
C 21.520 20.180 9.340
C 20.476 19.091 9.057
N 20.843 17.949 8.151
C 22.158 17.184 8.437
C 22.025 16.312 9.666
C 20.856 15.313 9.603
C 19.582 16.103 9.294
C 19.730 16.929 8.033
C 20.932 18.440 6.724
H 23.509 20.560 10.233
H 23.029 18.907 10.153
H 22.405 19.916 11.371
H 22.093 20.333 8.411
H 21.105 21.182 9.509
H 19.580 19.555 8.628
H 20.277 18.660 10.069
H 22.904 17.968 8.511
H 22.421 16.551 7.561
H 21.894 16.906 10.582
H 22.887 15.678 9.813
H 20.745 14.855 10.614
H 21.076 14.609 8.812
H 19.426 16.760 10.106
H 18.677 15.500 9.211
H 18.799 17.473 7.909
H 19.889 16.290 7.156
H 19.990 18.723 6.328
H 21.347 17.643 6.121
H 21.626 19.290 6.666
C 28.023 9.702 19.725
C 26.532 9.887 19.922
C 26.355 11.284 20.355
N 24.938 11.847 20.255
C 25.025 13.274 20.903
C 23.672 13.968 20.778
C 23.219 14.137 19.337
C 23.123 12.703 18.765
C 24.476 12.061 18.852
C 24.118 10.946 21.065
H 28.383 10.371 18.965
H 28.230 8.662 19.467
H 28.595 10.006 20.589
H 26.187 9.202 20.700
H 25.976 9.654 18.985
H 26.852 12.030 19.763
H 26.549 11.395 21.430
H 25.807 13.773 20.294
H 25.348 13.199 21.956
H 23.792 14.889 21.321
H 22.953 13.445 21.399
H 23.998 14.734 18.774
H 22.318 14.722 19.301
H 23.058 12.753 17.648
H 22.276 12.126 19.158
H 25.244 12.744 18.406
H 24.540 11.086 18.342
H 23.222 11.484 21.364
H 24.620 10.734 22.024
H 23.860 10.033 20.576
C 19.524 18.021 16.923
C 20.465 18.364 18.149
C 19.849 19.524 18.871
N 20.612 20.106 19.992
C 22.015 20.614 19.708
C 22.001 21.898 18.921
C 21.208 23.049 19.586
C 19.778 22.540 19.676
C 19.793 21.274 20.516
C 20.730 19.122 21.130
H 18.636 17.509 17.337
H 20.022 17.360 16.168
H 19.278 19.019 16.526
H 21.391 18.649 17.658
H 20.547 17.484 18.824
H 18.814 19.311 19.125
H 19.748 20.380 18.188
H 22.616 19.871 19.265
H 22.503 20.797 20.691
H 21.581 21.675 17.929
H 23.059 22.121 18.739
H 21.381 23.991 19.001
H 21.565 23.178 20.592
H 19.349 22.360 18.702
H 19.124 23.226 20.232
H 18.779 20.842 20.609
H 20.201 21.389 21.533
H 21.133 19.598 22.056
H 21.383 18.334 20.891
H 19.744 18.725 21.400
C 10.960 24.327 18.864
C 10.343 25.657 19.160
C 10.897 26.144 20.494
N 10.557 27.534 20.978
C 10.857 27.614 22.455
C 12.334 27.713 22.822
C 12.970 28.873 22.067
C 12.690 28.645 20.563
C 11.238 28.578 20.217
C 9.064 27.745 20.934
H 10.668 24.051 17.848
H 10.578 23.510 19.469
H 12.054 24.303 18.973
H 9.248 25.633 19.161
H 10.578 26.353 18.371
H 11.958 25.997 20.453
H 10.541 25.493 21.329
H 10.328 26.770 22.862
H 10.374 28.519 22.847
H 12.815 26.772 22.528
H 12.370 27.656 23.898
H 14.066 28.936 22.137
H 12.507 29.844 22.314
H 13.228 27.762 20.189
H 13.155 29.521 20.052
H 11.104 28.358 19.165
H 10.712 29.504 20.446
H 8.666 27.733 19.918
H 8.815 28.784 21.229
H 8.644 27.017 21.633
C 33.024 16.263 10.059
C 31.673 15.886 10.656
C 31.114 17.025 11.497
N 29.866 16.672 12.264
C 30.155 15.683 13.402
C 29.043 15.541 14.423
C 28.552 16.891 15.005
C 28.258 17.790 13.787
C 29.421 17.964 12.853
C 28.794 16.198 11.342
H 33.685 16.404 10.922
H 32.943 17.248 9.548
H 33.517 15.584 9.368
H 31.765 14.966 11.205
H 30.946 15.676 9.853
H 30.835 17.772 10.771
H 31.863 17.460 12.141
H 30.994 16.107 13.965
H 30.462 14.740 12.953
H 29.414 14.846 15.209
H 28.199 15.038 13.942
H 29.361 17.293 15.625
H 27.680 16.688 15.622
H 27.946 18.819 14.010
H 27.435 17.411 13.214
H 30.266 18.396 13.371
H 29.215 18.696 12.076
H 27.801 16.262 11.793
H 29.048 15.147 11.045
H 28.757 16.905 10.491
C 14.490 21.091 21.995
C 15.137 20.394 23.187
N 15.577 19.019 22.947
C 15.480 18.021 23.934
C 16.100 16.966 23.427
N 16.547 17.279 22.211
C 16.270 18.548 21.969
C 17.195 16.417 21.152
H 14.179 22.031 22.373
H 13.629 20.566 21.660
H 15.212 21.171 21.182
H 14.347 20.270 23.947
H 15.968 21.039 23.532
H 14.927 18.192 24.807
H 16.211 15.998 23.912
H 16.399 19.042 21.003
H 16.377 16.024 20.562
H 17.702 15.649 21.709
H 17.818 17.041 20.558
C 19.028 19.700 25.181
C 19.337 18.256 25.402
N 20.769 18.093 25.714
C 21.742 19.115 25.504
C 22.933 18.589 25.874
N 22.741 17.279 26.242
C 21.446 17.071 26.109
C 23.672 16.331 26.916
H 19.769 20.150 24.511
H 19.012 20.361 26.055
H 18.050 19.676 24.698
H 19.105 17.732 24.498
H 18.822 17.691 26.167
H 21.533 20.120 25.150
H 23.957 18.960 25.923
H 20.960 16.134 26.226
H 24.674 16.604 26.572
H 23.439 15.321 26.523
H 23.494 16.350 27.990
C 16.507 19.956 15.558
C 16.823 18.917 14.547
N 15.998 18.744 13.368
C 15.699 19.837 12.493
C 14.834 19.336 11.597
N 14.557 18.108 11.915
C 15.240 17.768 12.995
C 13.510 17.228 11.328
H 16.736 20.998 15.259
H 17.041 19.694 16.441
H 15.434 19.962 15.828
H 16.741 17.920 14.971
H 17.854 19.062 14.181
H 16.160 20.778 12.704
H 14.327 19.914 10.883
H 15.152 16.913 13.574
H 12.775 17.819 10.765
H 13.030 16.708 12.194
H 13.966 16.452 10.724
C 27.534 21.768 18.372
C 26.937 21.232 19.694
N 27.958 20.621 20.582
C 28.321 19.233 20.718
C 29.440 19.164 21.409
N 29.725 20.483 21.810
C 28.774 21.297 21.328
C 30.990 20.990 22.346
H 26.808 22.465 17.921
H 27.921 20.951 17.740
H 28.466 22.307 18.623
H 26.144 20.523 19.439
H 26.576 22.043 20.349
H 27.671 18.554 20.217
H 30.091 18.367 21.699
H 28.793 22.364 21.501
H 30.859 21.840 22.991
H 31.652 21.238 21.517
H 31.558 20.276 22.949
C 20.183 25.332 26.437
C 20.256 26.698 25.744
N 21.308 26.829 24.662
C 21.173 27.893 23.851
C 22.287 27.850 23.045
N 22.953 26.683 23.358
C 22.343 26.104 24.376
C 24.209 26.161 22.672
H 19.843 24.514 25.831
H 19.420 25.484 27.200
H 21.071 25.056 26.949
H 20.466 27.472 26.469
H 19.335 26.911 25.214
H 20.390 28.632 23.911
H 22.601 28.525 22.269
H 22.746 25.204 24.810
H 23.953 25.259 22.100
H 24.924 25.919 23.464
H 24.503 27.023 22.100
C 17.006 10.281 18.100
N 16.794 11.631 18.718
C 15.886 11.608 19.933
C 18.189 12.119 19.217
C 16.097 12.540 17.658
C 16.964 13.520 16.917
O 17.709 14.295 17.801
H 17.748 10.397 17.283
H 16.096 9.914 17.650
H 17.437 9.636 18.896
H 15.990 12.597 20.428
H 16.189 10.879 20.641
H 14.844 11.410 19.613
H 18.871 12.452 18.442
H 18.658 11.299 19.801
H 17.998 12.968 19.817
H 15.296 13.117 18.161
H 15.644 11.772 17.048
H 16.299 14.096 16.208
H 17.658 13.003 16.256
H 17.385 15.199 17.894
C 20.744 14.469 23.380
C 20.734 15.811 22.488
O 20.732 15.719 21.207
O 20.701 16.890 23.106
H 21.662 14.355 23.938
H 20.607 13.600 22.713
H 19.964 14.550 24.094
C 14.789 17.229 17.421
C 16.077 17.604 18.182
O 16.127 18.702 18.798
O 17.019 16.776 18.145
H 14.969 16.675 16.510
H 14.186 18.058 17.157
H 14.151 16.683 18.085
C 24.583 21.131 23.222
C 23.327 21.935 22.737
O 23.519 22.818 21.852
O 22.269 21.573 23.246
H 25.304 20.991 22.439
H 24.339 20.215 23.756
H 25.091 21.750 23.977
C 20.030 19.998 13.810
C 21.432 20.216 14.618
O 21.385 21.311 15.289
O 22.347 19.432 14.438
H 19.222 20.504 14.332
H 19.718 18.952 13.625
H 20.159 20.405 12.802
*
```

The LUMO energy comes out at -0.397 Eh. The value obtained for the HOMO energy is -18.02 eV.